[1]
Density functional theory data (ωB97M-V/def2-TZVPD) for a structure of composition C56H39N4O8OsP2S at a distorted geometry.

XYZ file:
```
111
Properties=species:S:1:pos:R:3
Os 0.290 0.554 0.663
O -1.200 -0.374 -2.143
S -1.045 -0.829 -0.768
C -0.447 -2.487 -0.894
C -0.896 -2.944 -2.106
C -0.551 -4.214 -2.602
C 0.078 -5.110 -1.750
C 0.450 -6.570 -1.885
C 0.894 -7.015 -0.470
C 1.059 -5.667 0.325
C 1.554 -5.378 1.564
C 1.522 -3.994 2.027
C 0.954 -2.982 1.261
P 1.636 -1.313 1.627
C 3.266 -1.224 0.824
C 3.962 -0.004 0.857
C 5.096 0.121 0.069
C 5.492 -0.934 -0.753
C 4.845 -2.155 -0.748
C 3.692 -2.283 0.018
C 1.813 -1.265 3.419
C 2.873 -0.621 4.058
C 2.921 -0.663 5.426
C 1.904 -1.208 6.151
C 0.817 -1.753 5.554
C 0.755 -1.803 4.168
C 0.322 -3.296 -0.002
C 0.460 -4.641 -0.448
C -2.705 -1.007 -0.189
C -3.208 -2.256 -0.145
C -4.608 -2.496 -0.221
C -5.474 -1.394 -0.263
C -6.980 -1.246 -0.469
C -7.190 0.281 -0.663
C -5.837 0.878 -0.464
C -5.441 2.249 -0.454
C -4.148 2.520 -0.206
C -3.174 1.535 -0.011
P -1.514 2.289 0.523
C -1.937 3.056 2.080
C -1.006 3.899 2.722
C -1.345 4.362 3.990
C -2.509 4.015 4.628
C -3.362 3.118 4.017
C -3.084 2.625 2.745
C -1.269 3.602 -0.708
C -1.114 3.168 -2.013
C -1.098 4.091 -3.067
C -1.013 5.413 -2.723
C -1.094 5.887 -1.412
C -1.227 4.948 -0.389
C -3.523 0.134 -0.144
C -4.876 -0.109 -0.214
H -1.514 -2.334 -2.775
H -0.796 -4.585 -3.583
H 1.246 -6.675 -2.607
H -0.400 -7.157 -2.255
H 1.795 -7.617 -0.474
H 0.162 -7.666 0.047
H 2.012 -6.123 2.210
H 2.029 -3.823 2.979
H 3.631 0.841 1.449
H 5.580 1.085 0.067
H 6.337 -0.797 -1.444
H 5.149 -2.995 -1.392
H 3.112 -3.178 -0.073
H 3.668 -0.156 3.499
H 3.768 -0.242 5.927
H 1.943 -1.200 7.259
H -0.015 -2.171 6.183
H -0.105 -2.249 3.623
H -2.567 -3.128 -0.140
H -4.956 -3.528 -0.391
H -7.524 -1.623 0.391
H -7.289 -1.844 -1.313
H -7.815 0.674 0.121
H -7.634 0.632 -1.594
H -6.179 3.014 -0.606
H -3.870 3.553 -0.113
H -0.031 4.160 2.302
H -0.682 5.038 4.517
H -2.761 4.503 5.557
H -4.321 2.876 4.482
H -3.773 1.916 2.334
H -1.202 2.085 -2.265
H -1.072 3.791 -4.090
H -0.962 6.162 -3.488
H -1.119 6.913 -1.181
H -1.455 5.294 0.628
O -0.701 0.502 3.596
N -0.903 0.241 2.542
N 1.809 2.594 2.617
C 1.348 1.870 1.861
O 1.666 -1.010 -1.979
C 1.892 0.165 -1.866
O 1.287 0.919 -0.860
C 2.683 1.022 -2.726
C 3.299 0.411 -3.796
C 4.154 1.127 -4.603
C 4.309 2.491 -4.459
C 3.640 3.099 -3.423
C 2.851 2.420 -2.524
N 3.697 4.585 -3.216
O 3.076 5.075 -2.303
O 4.311 5.196 -4.081
N 4.848 0.480 -5.736
O 4.660 -0.717 -5.848
O 5.583 1.164 -6.430
H 3.100 -0.618 -4.016
H 4.889 3.073 -5.179
H 2.331 2.954 -1.755
```

HOMO-LUMO gap (alpha / beta), eV: 6.430 / 3.829
Net charge: +3
Electronic energy, Eh: -4148.66237
LUMO level (alpha / beta), eV: -9.050 / -11.679
Spin multiplicity: 5
Max |F|, eV/Å: 3.4

***

[2]
Density functional theory data (ωB97M-V/def2-TZVPD) for a structure of composition C56H40BF4NO3P2SV at a distorted geometry.

XYZ file:
```
109
Properties=species:S:1:pos:R:3
V 0.848 -0.816 0.260
O -1.146 -0.750 -0.217
S -1.792 0.650 -0.145
C -3.230 0.287 0.823
C -4.446 -0.029 0.270
C -5.587 -0.272 1.063
C -5.471 -0.158 2.420
C -6.502 -0.278 3.525
C -5.699 -0.093 4.843
C -4.270 0.125 4.393
C -3.118 0.320 5.098
C -1.907 0.411 4.384
C -1.807 0.347 3.006
P -0.069 0.279 2.385
C 0.770 -0.979 3.408
C 0.092 -2.030 4.020
C 0.799 -3.007 4.708
C 2.183 -2.949 4.781
C 2.872 -1.922 4.149
C 2.171 -0.950 3.458
C 0.520 1.896 3.026
C 0.149 3.028 2.304
C 0.469 4.298 2.759
C 1.161 4.454 3.950
C 1.522 3.336 4.689
C 1.204 2.061 4.232
C -3.020 0.259 2.245
C -4.203 0.092 2.988
C -2.410 0.968 -1.776
C -3.395 1.925 -1.836
C -4.101 2.216 -3.015
C -3.796 1.488 -4.125
C -4.402 1.526 -5.513
C -3.621 0.452 -6.314
C -2.567 -0.048 -5.351
C -1.544 -0.922 -5.529
C -0.663 -1.135 -4.451
C -0.802 -0.587 -3.190
P 0.737 -0.801 -2.185
C 1.333 -2.480 -2.569
C 2.700 -2.751 -2.492
C 3.162 -4.053 -2.640
C 2.265 -5.090 -2.849
C 0.904 -4.826 -2.914
C 0.439 -3.530 -2.769
C 1.823 0.350 -3.102
C 1.711 1.705 -2.794
C 2.449 2.652 -3.492
C 3.296 2.250 -4.516
C 3.386 0.904 -4.855
C 2.650 -0.044 -4.154
C -1.938 0.276 -2.948
C -2.737 0.553 -4.084
H -4.548 -0.074 -0.807
H -6.530 -0.516 0.583
H -7.009 -1.243 3.486
H -7.272 0.486 3.413
H -5.776 -0.965 5.493
H -6.060 0.761 5.420
H -3.105 0.369 6.182
H -0.995 0.499 4.962
H -0.984 -2.104 3.948
H 0.263 -3.829 5.170
H 2.729 -3.717 5.314
H 3.954 -1.882 4.193
H 2.715 -0.148 2.976
H -0.384 2.920 1.368
H 0.186 5.165 2.174
H 1.419 5.446 4.304
H 2.047 3.451 5.629
H 1.480 1.206 4.831
H -3.672 2.448 -0.925
H -4.881 2.970 -3.010
H -4.285 2.517 -5.952
H -5.473 1.321 -5.481
H -3.168 0.864 -7.217
H -4.269 -0.366 -6.632
H -1.363 -1.415 -6.479
H 0.203 -1.753 -4.650
H 3.405 -1.955 -2.309
H 4.226 -4.255 -2.584
H 2.625 -6.110 -2.940
H 0.199 -5.636 -3.061
H -0.626 -3.339 -2.787
H 1.041 2.031 -2.009
H 2.363 3.701 -3.226
H 3.885 2.984 -5.056
H 4.029 0.590 -5.671
H 2.729 -1.089 -4.429
F 0.217 -2.757 0.067
B 0.558 -3.917 1.039
F 0.832 -5.010 0.249
F 1.672 -3.453 1.747
F -0.565 -4.071 1.846
O 2.042 3.205 0.169
C 2.631 2.172 0.293
N 2.062 0.872 0.275
C 3.079 0.001 0.324
O 2.781 -1.229 0.178
C 4.396 0.646 0.492
C 5.676 0.152 0.613
C 6.704 1.088 0.711
C 6.434 2.452 0.676
C 5.127 2.932 0.552
C 4.123 1.999 0.469
H 5.874 -0.914 0.639
H 7.728 0.748 0.814
H 7.255 3.156 0.741
H 4.906 3.993 0.523
```

HOMO-LUMO gap (alpha / beta), eV: 7.546 / 7.833
Net charge: +1
Electronic energy, Eh: -4887.84094
LUMO level (alpha / beta), eV: -3.128 / -2.834
Spin multiplicity: 3
Max |F|, eV/Å: 1.8

***

[3]
Density functional theory data (ωB97M-V/def2-TZVPD) for a structure of composition C56H41BrCrF4O3P3S3.

XYZ file:
```
112
Properties=species:S:1:pos:R:3
Cr -0.198 -0.678 0.439
O 1.832 -0.402 0.448
P 2.922 0.625 0.372
C 2.313 2.207 1.054
P 0.564 2.585 0.744
O -0.326 1.368 0.780
C 0.436 3.371 -0.859
C -0.554 2.915 -1.724
C -0.677 3.480 -2.985
C 0.185 4.493 -3.379
C 1.165 4.959 -2.510
C 1.288 4.402 -1.249
C 0.100 3.779 1.993
C -1.266 3.965 2.208
C -1.697 4.901 3.132
C -0.771 5.659 3.838
C 0.587 5.481 3.622
C 1.025 4.541 2.701
C 3.509 0.903 -1.293
C 4.853 0.797 -1.641
C 5.242 0.995 -2.957
C 4.295 1.290 -3.928
C 2.951 1.384 -3.589
C 2.561 1.191 -2.276
C 4.298 0.180 1.420
C 4.306 -1.096 1.973
C 5.346 -1.476 2.810
C 6.370 -0.585 3.093
C 6.363 0.692 2.544
C 5.328 1.077 1.708
H 2.945 3.029 0.710
H 2.421 2.122 2.139
H -1.220 2.121 -1.410
H -1.449 3.129 -3.658
H 0.091 4.929 -4.365
H 1.829 5.755 -2.817
H 2.048 4.780 -0.573
H -1.982 3.373 1.654
H -2.756 5.043 3.303
H -1.110 6.390 4.560
H 1.307 6.071 4.174
H 2.089 4.413 2.548
H 5.596 0.538 -0.897
H 6.286 0.906 -3.228
H 4.604 1.439 -4.954
H 2.209 1.597 -4.347
H 1.510 1.260 -2.018
H 3.500 -1.781 1.741
H 5.355 -2.468 3.241
H 7.179 -0.883 3.747
H 7.163 1.385 2.767
H 5.330 2.074 1.280
F -4.277 -0.762 6.471
C -3.890 -0.763 5.208
C -4.827 -0.734 4.194
F -6.119 -0.701 4.482
C -4.399 -0.735 2.878
F -5.345 -0.703 1.940
C -3.055 -0.755 2.523
P -2.601 -0.810 0.740
C -3.486 -2.274 0.137
C -4.685 -2.223 -0.567
C -5.268 -3.397 -1.019
C -4.661 -4.621 -0.767
C -3.469 -4.674 -0.058
C -2.882 -3.503 0.394
C -3.438 0.625 -0.001
C -3.533 0.643 -1.393
C -4.081 1.739 -2.043
C -4.518 2.836 -1.314
C -4.415 2.826 0.070
C -3.880 1.725 0.725
C -2.128 -0.799 3.570
Br -0.254 -0.915 3.323
C -2.542 -0.799 4.890
F -1.666 -0.840 5.889
H -5.172 -1.277 -0.761
H -6.200 -3.356 -1.568
H -5.116 -5.534 -1.129
H -2.978 -5.622 0.122
H -1.924 -3.539 0.899
H -3.189 -0.206 -1.973
H -4.168 1.732 -3.123
H -4.945 3.691 -1.820
H -4.768 3.674 0.644
H -3.813 1.731 1.806
O -0.022 -2.528 0.066
C 0.292 -3.102 -1.154
C -0.472 -2.359 -2.250
C -0.201 -1.079 -2.663
C -1.117 -0.592 -3.630
C -2.087 -1.507 -3.918
S -1.882 -2.947 -3.027
C -0.062 -4.584 -1.082
C -0.269 -5.279 0.071
C -0.450 -6.673 -0.144
C -0.360 -7.009 -1.459
S -0.064 -5.639 -2.438
C 1.809 -3.017 -1.393
C 2.744 -3.322 -0.451
C 4.077 -3.230 -0.930
C 4.129 -2.873 -2.244
S 2.564 -2.639 -2.890
H 0.671 -0.533 -2.324
H -1.049 0.381 -4.100
H -2.900 -1.418 -4.621
H -0.278 -4.797 1.038
H -0.635 -7.390 0.643
H -0.465 -7.982 -1.910
H 2.467 -3.619 0.551
H 4.955 -3.433 -0.331
H 5.000 -2.734 -2.865
```

HOMO-LUMO gap (alpha / beta), eV: 7.761 / 7.783
Net charge: +1
Electronic energy, Eh: -8620.84489
LUMO level (alpha / beta), eV: -2.106 / -2.111
Spin multiplicity: 5
Max |F|, eV/Å: 0.7

***

[4]
Density functional theory data (ωB97M-V/def2-TZVPD) for a structure of composition C56H44AuN6O4Se.

XYZ file:
```
112
Properties=species:S:1:pos:R:3
Au -0.584 0.261 0.451
C -7.073 -7.070 1.813
O -7.144 -5.801 1.198
C -6.118 -4.938 1.319
C -6.154 -3.831 0.461
C -5.140 -2.908 0.463
C -4.051 -3.030 1.338
C -4.049 -4.106 2.224
C -5.055 -5.052 2.217
C -2.954 -2.061 1.239
C -3.318 -0.703 1.158
C -4.622 -0.238 1.409
C -4.682 1.048 0.939
C -3.401 1.382 0.468
N -2.559 0.316 0.643
C -3.029 2.605 -0.158
C -1.697 2.994 -0.221
C -1.282 4.335 -0.504
C 0.068 4.363 -0.427
C 0.497 3.037 -0.116
C 1.814 2.633 -0.138
C 2.817 3.541 -0.728
C 3.319 4.678 -0.103
C 4.188 5.514 -0.770
C 4.553 5.259 -2.096
O 5.377 6.168 -2.665
C 5.698 6.053 -4.035
C 4.061 4.115 -2.722
C 3.220 3.262 -2.033
C 2.223 1.309 0.102
N 1.388 0.226 0.211
C 2.193 -0.874 0.211
C 1.762 -2.225 0.104
C 2.702 -3.132 -0.556
C 2.996 -4.437 -0.145
C 3.770 -5.263 -0.926
C 4.303 -4.820 -2.144
O 5.003 -5.721 -2.860
C 5.579 -5.334 -4.089
C 4.093 -3.492 -2.516
C 3.305 -2.678 -1.735
C 0.469 -2.604 0.428
C -0.028 -3.945 0.456
C -1.330 -3.887 0.822
C -1.664 -2.512 1.002
N -0.552 -1.738 0.767
C 3.543 -0.484 0.209
C 3.563 0.890 0.135
N -0.601 2.225 0.055
C -4.016 3.439 -0.840
C -5.271 3.794 -0.329
C -6.204 4.438 -1.106
C -5.925 4.780 -2.436
O -6.945 5.304 -3.138
C -6.769 5.633 -4.499
C -4.636 4.545 -2.920
C -3.715 3.880 -2.138
H -8.013 -7.563 1.573
H -6.966 -6.995 2.899
H -6.245 -7.658 1.405
H -6.994 -3.741 -0.209
H -5.160 -2.100 -0.251
H -3.252 -4.188 2.947
H -5.011 -5.869 2.922
H -5.398 -0.796 1.891
H -5.546 1.675 0.938
H -1.953 5.149 -0.699
H 0.735 5.192 -0.567
H 3.031 4.898 0.915
H 4.602 6.390 -0.299
H 6.304 6.930 -4.270
H 4.800 6.061 -4.663
H 6.281 5.150 -4.248
H 4.319 3.886 -3.744
H 2.836 2.379 -2.525
H 2.647 -4.788 0.813
H 3.986 -6.274 -0.620
H 6.028 -6.236 -4.499
H 6.356 -4.578 -3.940
H 4.826 -4.962 -4.789
H 4.530 -3.084 -3.413
H 3.118 -1.665 -2.058
H 0.531 -4.826 0.215
H -2.024 -4.699 0.906
H 4.380 -1.149 0.275
H 4.410 1.543 0.097
H -5.500 3.606 0.706
H -7.179 4.680 -0.716
H -7.748 5.948 -4.856
H -6.434 4.772 -5.084
H -6.062 6.456 -4.629
H -4.352 4.865 -3.911
H -2.747 3.652 -2.561
C 1.290 -2.338 4.025
N 1.907 -1.067 3.788
C 1.265 0.093 3.553
Se -0.533 0.374 3.469
N 2.185 1.071 3.404
C 3.446 0.540 3.533
C 4.711 1.100 3.481
C 5.786 0.247 3.661
C 5.608 -1.113 3.906
C 4.347 -1.676 3.976
C 3.265 -0.833 3.775
H 0.214 -2.190 4.112
H 1.675 -2.775 4.947
H 1.494 -3.016 3.194
H 1.944 2.043 3.280
H 4.851 2.160 3.333
H 6.789 0.641 3.616
H 6.469 -1.745 4.053
H 4.214 -2.721 4.193
```

HOMO-LUMO gap (alpha / beta), eV: 4.533 / 4.367
Net charge: +1
Electronic energy, Eh: -5326.75459
LUMO level (alpha / beta), eV: -3.304 / -5.135
Spin multiplicity: 3
Max |F|, eV/Å: 0.9